[1]
The following is a DFT calculation (ωB97M-V with the def2-TZVPD basis set) of a structure of composition C26H28Cl2N3O9W.

## Properties
HOMO (alpha / beta)	-0.4259 / -0.4254	Eh
gap between HOMO and LUMO (alpha / beta)	7.5 / 7.4	eV
net charge	+1
calculated total energy	-2836.3013	Eh

Each line ends with the Mulliken charge.
Cartesian coordinates (Å):
W 0.16 -0.24 -0.12  0.24
C 4.04 -0.16 -0.07  -1.16
C 3.16 0.50 0.91  0.01
N 1.83 0.60 0.86  0.24
C 1.42 1.27 1.99  0.09
C 2.50 1.60 2.74  0.01
N 3.58 1.11 2.03  -0.06
C 2.75 2.29 4.04  0.49
O 1.70 2.73 4.69  -0.52
O 3.89 2.40 4.41  -0.57
C -0.03 1.40 2.24  0.91
O -0.48 1.99 3.19  -0.79
O -0.77 0.78 1.33  -0.51
H 3.44 -0.73 -0.77  0.02
H 4.74 -0.83 0.43  0.48
H 4.62 0.58 -0.63  0.31
H 4.53 1.22 2.35  0.29
H 0.85 2.54 4.22  0.43
Cl 1.61 -0.96 -2.92  0.05
C 1.61 -2.72 -2.72  -0.49
Cl 1.43 -3.08 -1.00  0.00
H 2.55 -3.11 -3.07  0.39
H 0.76 -3.13 -3.26  0.38
C -2.07 -1.04 -2.98  -0.75
C -2.70 0.32 -2.71  0.37
C -3.30 0.43 -1.30  -1.22
C -1.82 1.51 -3.05  0.36
C -2.24 2.38 -4.06  -1.40
C -1.51 3.51 -4.39  -1.35
C -0.35 3.80 -3.71  -1.31
C 0.13 2.98 -2.69  -0.12
C 1.37 3.41 -1.93  0.37
C 1.06 3.78 -0.48  -1.40
C 2.53 2.42 -2.06  -0.64
C -0.63 1.84 -2.41  1.63
O -0.17 0.98 -1.41  1.24
H -2.84 -1.82 -2.92  0.47
H -1.30 -1.32 -2.26  -0.24
H -1.63 -1.08 -3.98  0.31
H -3.54 0.40 -3.41  0.62
H -2.55 0.45 -0.52  0.14
H -3.95 -0.42 -1.11  0.42
H -3.89 1.34 -1.21  0.39
H -3.16 2.15 -4.58  0.44
H -1.86 4.16 -5.18  0.43
H 0.21 4.70 -3.95  0.45
H 1.70 4.33 -2.43  0.71
H 0.60 2.95 0.05  0.17
H 0.36 4.61 -0.44  0.45
H 1.96 4.07 0.05  0.42
H 2.30 1.47 -1.59  -0.46
H 3.42 2.83 -1.59  0.43
H 2.77 2.23 -3.11  0.39
O -1.31 -1.73 0.30  -0.69
C -0.67 -2.14 1.33  0.95
O 0.51 -1.66 1.45  -0.72
C -1.25 -3.09 2.28  0.05
C -2.55 -3.55 2.07  -0.43
C -3.11 -4.44 2.96  -0.55
C -2.34 -4.85 4.04  -0.04
C -1.05 -4.41 4.27  -0.65
C -0.50 -3.51 3.37  -0.37
N -2.93 -5.82 5.00  1.01
O -4.04 -6.23 4.75  -0.59
O -2.28 -6.09 5.98  -0.59
H -3.12 -3.19 1.22  0.57
H -4.11 -4.83 2.84  0.51
H -0.51 -4.76 5.13  0.51
H 0.50 -3.14 3.51  0.49

[2]
The following is a DFT calculation (ωB97M-V with the def2-TZVPD basis set) of a structure of composition C3H6N2S in a non-equilibrium geometry.

## Properties
HOMO (alpha / beta)	-0.7387 / -0.7387	Eh
gap between HOMO and LUMO (alpha / beta)	8.1 / 8.1	eV
net charge	+2
calculated total energy	-624.7749	Eh

Each line ends with the Mulliken charge.
Cartesian coordinates (Å):
C -0.77 0.73 3.09  0.06
C -0.49 0.26 1.13  0.42
C 0.23 -0.39 0.09  -0.29
N -0.44 -0.28 2.43  -0.29
N 0.13 0.22 -1.29  -0.34
S -0.94 1.90 1.53  0.07
H -0.85 0.87 4.22  0.41
H -0.07 -1.47 0.12  0.37
H 1.31 -0.50 0.42  0.36
H 0.90 0.99 -1.30  0.45
H -0.77 0.81 -1.33  0.39
H 0.38 -0.53 -2.01  0.41

[3]
The following is a DFT calculation (ωB97M-V with the def2-TZVPD basis set) of an isolated molecule of C10H12 in a non-equilibrium geometry.

## Properties
HOMO (alpha / beta)	-0.2503 / -0.2517	Eh
gap between HOMO and LUMO (alpha / beta)	6.4 / 6.7	eV
calculated total energy	-387.9681	Eh

Each line ends with the Mulliken charge.
Cartesian coordinates (Å):
C 2.62 1.38 0.14  -0.53
C 1.71 2.19 0.33  -0.36
C 1.00 -0.29 0.16  -0.99
C -0.01 0.68 0.13  1.09
C 2.56 -0.12 0.26  0.95
C 0.39 2.06 0.21  -0.52
C -1.38 0.47 0.13  0.44
C 3.38 -0.98 -0.70  -1.28
C -2.05 -0.57 1.03  -1.39
C -2.23 1.39 -0.61  -1.56
H 0.79 -1.40 0.20  0.21
H 2.77 -0.18 1.39  0.29
H -0.46 2.79 0.16  0.30
H 4.20 -1.44 -0.15  0.30
H 3.83 -0.38 -1.46  0.36
H 2.75 -1.75 -1.09  0.37
H -2.58 -1.35 0.52  0.33
H -2.78 -0.02 1.70  0.33
H -1.34 -1.02 1.64  0.40
H -2.62 0.72 -1.42  0.31
H -1.63 2.08 -1.04  0.59
H -3.11 1.67 -0.07  0.34

[4]
The following is a DFT calculation (ωB97M-V with the def2-TZVPD basis set) of a structure of composition C44H35F3N5P2RuS3 in a non-equilibrium geometry.

## Properties
2S+1	2
HOMO (alpha / beta)	-0.2420 / -0.2385	Eh
gap between HOMO and LUMO (alpha / beta)	5.9 / 5.6	eV
calculated total energy	-4243.2906	Eh

Each line ends with the Löwdin spin population.
Cartesian coordinates (Å):
Ru 1.25 0.09 0.39  0.39
N 4.83 1.52 2.57  0.00
C 3.91 0.92 1.77  0.00
S 2.36 1.75 1.63  0.01
N 4.15 -0.19 1.16  0.00
N 3.19 -0.67 0.38  0.00
C 3.29 -1.87 -0.21  0.01
C 4.38 -2.82 0.02  0.00
C 5.71 -2.41 0.05  0.00
C 6.72 -3.33 0.26  0.00
C 6.42 -4.67 0.47  0.00
C 5.10 -5.08 0.47  0.00
C 4.08 -4.17 0.25  0.00
C 2.22 -2.22 -1.07  0.00
C 2.32 -3.22 -2.07  0.00
C 1.25 -3.51 -2.87  0.00
C 0.04 -2.83 -2.66  0.00
C 0.01 -1.83 -1.72  0.01
N 1.06 -1.49 -0.96  0.01
H 4.52 2.27 3.16  0.00
H 5.65 1.01 2.84  0.00
H 5.94 -1.37 -0.13  0.00
H 7.75 -3.01 0.26  0.00
H 7.21 -5.38 0.63  0.00
H 4.86 -6.12 0.66  0.00
H 3.05 -4.50 0.26  0.00
H 3.27 -3.71 -2.21  0.00
H 1.34 -4.23 -3.67  0.00
H -0.84 -3.06 -3.24  0.00
H -0.89 -1.25 -1.57  0.01
S -0.52 1.66 2.63  0.02
P -1.57 1.51 0.96  0.05
C -0.52 0.92 -0.31  0.36
P -0.02 1.74 -1.78  0.06
S 1.97 1.85 -1.74  0.02
C -0.49 0.78 -3.26  0.01
C 0.52 0.28 -4.08  0.00
C 0.19 -0.46 -5.21  0.00
C -1.13 -0.70 -5.52  0.00
C -2.14 -0.21 -4.70  0.00
C -1.82 0.52 -3.56  0.00
C -0.69 3.41 -2.05  0.01
C -0.31 4.36 -1.09  0.00
C -0.62 5.69 -1.27  0.00
C -1.32 6.08 -2.41  0.00
C -1.71 5.14 -3.35  0.00
C -1.40 3.81 -3.17  0.00
C -2.78 0.19 1.32  0.01
C -2.97 -0.94 0.53  0.01
C -3.71 -2.00 1.02  0.00
C -4.26 -1.95 2.28  0.00
C -4.12 -0.81 3.05  0.00
C -3.38 0.25 2.58  0.00
C -2.53 3.04 0.72  0.00
C -2.18 4.16 1.45  0.00
C -2.92 5.32 1.34  0.00
C -4.00 5.37 0.48  0.00
C -4.35 4.25 -0.28  0.00
C -3.61 3.08 -0.15  0.00
H 1.55 0.46 -3.82  0.00
H 0.98 -0.84 -5.84  0.00
H -1.39 -1.27 -6.40  0.00
H -3.18 -0.41 -4.94  0.00
H -2.60 0.89 -2.91  0.00
H 0.27 4.03 -0.23  0.00
H -0.31 6.42 -0.54  0.00
H -1.54 7.13 -2.57  0.00
H -2.25 5.46 -4.23  0.00
H -1.69 3.08 -3.92  0.00
H -2.55 -0.97 -0.46  0.01
H -3.82 -2.89 0.41  0.00
H -4.81 -2.80 2.67  0.00
H -4.56 -0.76 4.04  0.00
H -3.24 1.14 3.18  0.00
H -1.33 4.10 2.12  0.00
H -2.65 6.18 1.92  0.00
H -4.58 6.28 0.39  0.00
H -5.19 4.30 -0.95  0.00
H -3.88 2.21 -0.73  0.00
F -1.13 -4.28 5.64  0.00
C -1.43 -3.00 5.33  0.00
F -2.74 -3.00 5.06  0.00
F -1.27 -2.30 6.46  0.00
C -0.61 -2.48 4.19  0.00
C -0.83 -2.97 2.91  0.00
C -0.07 -2.46 1.88  0.00
N 0.90 -1.54 2.04  0.00
C 1.11 -1.10 3.29  0.00
C 0.38 -1.51 4.38  0.00
H -1.56 -3.74 2.73  0.00
H -0.21 -2.82 0.86  0.00
H 1.91 -0.37 3.42  0.00
H 0.57 -1.11 5.37  0.00

[5]
The following is a DFT calculation (ωB97M-V with the def2-TZVPD basis set) of a cluster of 2 separate species, C23H19F3N in total in a non-equilibrium geometry.

## Properties
HOMO	-0.3933	Eh
gap between HOMO and LUMO	4.7	eV
net charge	+1
calculated total energy	-1241.9503	Eh

Each line ends with the Mulliken charge.
Cartesian coordinates (Å):
C -4.82 1.80 1.16  -1.29
C -3.38 2.23 1.16  0.67
C -2.37 1.27 1.18  -0.36
C -1.03 1.67 1.11  1.28
C -0.74 3.06 1.08  -0.32
N 0.64 3.20 1.03  0.02
C 1.23 1.95 1.03  -0.81
C 0.23 0.99 1.05  -0.94
C -1.73 4.03 1.12  -1.03
C -3.06 3.60 1.15  -0.75
H -5.48 2.68 1.13  0.35
H -5.05 1.17 0.30  0.24
H -5.06 1.22 2.06  0.34
H -2.61 0.20 1.23  0.45
H 1.13 4.09 1.03  0.21
H 2.31 1.84 0.99  0.48
H 0.35 -0.08 1.17  0.91
H -1.45 5.09 1.12  0.36
H -3.87 4.33 1.16  0.33
F 6.30 -2.06 0.76  -0.25
C 6.05 -1.69 -0.53  0.83
F 6.76 -0.55 -0.77  -0.25
F 6.59 -2.67 -1.33  -0.23
C 4.58 -1.52 -0.79  0.44
C 4.15 -0.50 -1.64  -0.84
C 2.80 -0.31 -1.82  -0.69
C 1.82 -1.14 -1.18  1.25
C 0.46 -0.73 -1.29  -0.81
C -0.73 -1.43 -0.94  1.30
C -1.94 -1.04 -1.59  -0.53
C -3.16 -1.60 -1.25  -0.70
C -3.22 -2.59 -0.25  -0.39
C -2.05 -2.98 0.41  -1.05
C -0.83 -2.39 0.11  -0.01
C 2.32 -2.27 -0.47  -0.27
C 3.67 -2.40 -0.21  -1.01
H 4.87 0.14 -2.13  0.46
H 2.45 0.51 -2.46  0.38
H 0.31 0.13 -1.95  0.29
H -1.87 -0.29 -2.39  0.35
H -4.06 -1.27 -1.76  0.45
H -4.18 -3.04 0.01  0.42
H -2.09 -3.76 1.18  0.39
H 0.05 -2.64 0.71  0.37
H 1.65 -3.06 -0.13  0.49
H 4.04 -3.20 0.44  0.46

[6]
The following is a DFT calculation (ωB97M-V with the def2-TZVPD basis set) of a structure of composition C44H48BCl5N6O7P2S2Ti in a non-equilibrium geometry.

## Properties
HOMO (alpha / beta)	-0.2758 / -0.2758	Eh
gap between HOMO and LUMO (alpha / beta)	5.1 / 5.1	eV
calculated total energy	-7214.9592	Eh

Each line ends with the Mulliken charge.
Cartesian coordinates (Å):
Ti -12.20 -12.08 -7.50  0.65
O -13.51 -15.25 -7.19  -0.37
S -12.32 -15.22 -7.99  1.37
O -12.17 -15.99 -9.18  -0.64
O -11.93 -13.75 -8.35  -0.25
C -11.16 -15.73 -6.73  0.16
C -10.80 -17.10 -6.86  -0.67
C -9.83 -17.72 -6.01  -0.67
C -9.18 -16.87 -5.13  -0.55
C -9.57 -15.51 -4.97  -0.68
C -10.66 -14.99 -5.67  0.25
S -11.21 -13.24 -5.28  1.34
O -10.77 -12.85 -3.97  -0.60
O -12.65 -13.11 -5.65  -0.49
O -10.58 -12.32 -6.41  -0.40
H -11.26 -17.64 -7.70  0.52
H -9.75 -18.82 -6.05  0.39
H -8.26 -17.11 -4.61  0.37
H -9.00 -14.85 -4.41  0.52
C -19.22 -19.37 -9.90  -1.56
P -17.48 -18.97 -9.42  0.25
C -17.02 -20.54 -8.67  0.36
N -17.31 -20.69 -7.33  0.14
C -17.03 -21.90 -6.80  0.18
C -17.29 -22.12 -5.44  -0.34
C -17.05 -23.41 -4.91  -0.62
C -16.57 -24.46 -5.77  -0.43
C -16.41 -24.25 -7.10  -0.32
C -16.59 -22.96 -7.65  0.20
N -16.40 -22.75 -9.00  -0.43
C -16.47 -21.49 -9.46  -0.17
P -16.00 -21.32 -11.31  0.03
C -15.77 -23.02 -11.85  -1.09
C -14.05 -20.58 -11.47  1.93
C -14.13 -19.09 -11.87  -1.19
C -13.54 -20.81 -10.05  -1.95
C -13.37 -21.40 -12.53  -1.90
C -17.67 -17.70 -8.00  2.35
C -16.33 -17.51 -7.31  -2.39
C -18.76 -18.04 -6.98  -1.52
C -18.04 -16.39 -8.69  -1.48
H -19.61 -20.10 -9.16  0.34
H -19.21 -19.69 -10.92  0.40
H -19.75 -18.45 -9.82  0.51
H -17.47 -21.18 -4.85  0.32
H -17.17 -23.59 -3.87  0.44
H -16.41 -25.43 -5.30  0.38
H -16.15 -25.12 -7.87  0.27
H -15.83 -22.89 -12.92  0.45
H -16.67 -23.56 -11.47  0.41
H -14.81 -23.46 -11.58  0.24
H -14.11 -18.99 -12.96  0.21
H -15.09 -18.57 -11.61  0.15
H -13.23 -18.52 -11.42  0.28
H -14.11 -20.13 -9.43  0.41
H -12.50 -20.59 -10.01  0.59
H -13.57 -21.87 -9.68  0.26
H -14.13 -21.53 -13.33  0.41
H -13.03 -22.36 -12.18  0.39
H -12.53 -20.82 -13.05  0.40
H -16.50 -16.74 -6.48  0.42
H -15.57 -17.05 -7.94  0.58
H -15.95 -18.42 -6.81  0.33
H -18.56 -18.99 -6.38  0.08
H -19.76 -18.29 -7.46  0.34
H -18.95 -17.14 -6.34  0.48
H -19.16 -16.25 -8.64  0.35
H -17.72 -16.33 -9.77  0.36
H -17.44 -15.53 -8.28  0.10
Cl -15.42 -13.52 -8.87  0.01
C -15.38 -12.08 -7.92  0.09
C -14.15 -11.58 -7.43  0.06
C -14.24 -10.47 -6.54  0.26
Cl -12.64 -9.72 -6.02  -0.16
C -15.45 -10.00 -5.99  0.19
Cl -15.34 -8.76 -4.77  -0.18
C -16.59 -10.72 -6.29  0.19
Cl -18.07 -10.26 -5.50  -0.15
C -16.58 -11.60 -7.44  0.35
Cl -18.08 -12.05 -8.19  -0.14
B -10.92 -9.22 -10.83  0.11
C -11.34 -10.37 -9.93  0.23
N -11.71 -11.17 -9.15  -0.86
H -11.99 -9.03 -11.51  -0.07
H -10.52 -8.22 -10.24  -0.08
H -10.00 -9.50 -11.57  -0.09
C -11.84 -20.99 -20.45  -1.41
C -12.05 -20.22 -19.17  0.83
C -13.29 -20.20 -18.54  -0.70
C -13.48 -19.39 -17.43  -0.29
C -12.43 -18.56 -16.92  -0.52
N -12.75 -17.58 -15.96  0.07
C -13.13 -16.30 -16.33  0.55
O -13.76 -15.63 -15.50  -0.73
N -12.56 -15.85 -17.45  0.04
C -12.49 -14.48 -17.76  0.39
C -11.40 -13.98 -18.42  -0.37
C -11.39 -12.66 -18.79  -0.49
C -12.42 -11.82 -18.32  -0.27
N -13.47 -12.28 -17.60  -0.59
C -13.50 -13.55 -17.27  -0.32
C -11.20 -18.57 -17.53  -0.51
C -11.02 -19.39 -18.68  -0.34
H -12.30 -20.50 -21.37  0.26
H -12.28 -21.98 -20.35  0.37
H -10.79 -21.06 -20.73  0.36
H -14.08 -20.77 -18.99  0.39
H -14.46 -19.43 -16.99  0.50
H -13.29 -17.90 -15.18  0.13
H -12.15 -16.54 -18.08  0.17
H -10.56 -14.61 -18.64  0.42
H -10.66 -12.14 -19.43  0.33
H -12.38 -10.74 -18.43  0.37
H -14.27 -13.85 -16.57  0.50
H -10.37 -18.05 -17.19  0.63
H -10.04 -19.43 -19.22  0.25